[1]
This record from OMol25 describes a structure of composition C30H34BrClN2O7P2Pt. The level of theory is wB97M-V/def2-TZVPD.

Positions of all 78 atoms, in Å:
1 Pt 1.009 0.584 -1.291
2 Br 1.337 2.077 2.246
3 Cl 0.269 -1.638 0.895
4 P -0.773 1.987 2.693
5 P -0.240 2.634 -0.952
6 O 6.251 2.480 -1.262
7 O 0.057 -0.187 0.488
8 O -0.849 -1.971 1.695
9 O 0.321 -2.409 -0.315
10 O -2.301 -0.787 -1.275
11 O 1.496 -1.713 1.609
12 O -0.573 -0.013 -2.491
13 N 3.153 0.207 -0.057
14 N 0.751 -2.433 -3.213
15 C 2.975 -1.231 -5.806
16 C -0.686 -3.561 -4.799
17 C -4.316 1.600 1.000
18 C -2.904 -2.319 -3.682
19 C -1.523 -0.893 -2.190
20 C -0.536 -2.633 -3.775
21 C -0.928 0.541 3.739
22 C 5.279 1.033 0.401
23 C 5.236 1.726 -0.826
24 C -1.954 -3.851 -5.276
25 C 5.613 -1.814 -3.108
26 C -4.173 1.863 -0.344
27 C -2.926 2.191 -0.854
28 C 4.187 -1.288 -5.105
29 C -0.688 3.103 -2.643
30 C 1.881 -2.133 -3.867
31 C -1.641 -1.991 -3.214
32 C 3.175 -2.875 -1.808
33 C -1.935 1.969 1.314
34 C 0.409 4.217 -0.333
35 C 3.131 -2.243 -3.168
36 C 4.276 -1.781 -3.796
37 C 1.823 -1.642 -5.202
38 C -1.099 3.460 3.661
39 C -3.198 1.653 1.817
40 C -1.787 2.271 -0.057
41 C 4.193 0.279 0.783
42 C 4.103 1.663 -1.637
43 C 3.076 0.864 -1.161
44 C -3.063 -3.239 -4.711
45 H -0.974 4.345 3.038
46 H 2.954 -0.837 -6.812
47 H 4.059 2.216 -2.563
48 H 2.486 -3.715 -1.723
49 H 1.312 4.461 -0.896
50 H -5.024 1.810 -1.009
51 H 6.159 1.082 1.030
52 H 0.797 -2.522 -2.198
53 H -0.547 0.804 4.726
54 H -2.130 3.421 4.018
55 H -3.761 -1.833 -3.236
56 H 4.145 -0.287 1.703
57 H 4.171 -3.252 -1.592
58 H -1.385 3.941 -2.653
59 H -0.338 -0.270 3.319
60 H -0.342 4.985 -0.525
61 H 6.990 2.484 -0.641
62 H 6.371 -1.321 -3.712
63 H 0.237 3.417 -3.130
64 H 0.182 -4.083 -5.181
65 H -3.338 1.441 2.870
66 H 5.569 -1.313 -2.139
67 H -0.417 3.502 4.509
68 H -2.074 -4.576 -6.069
69 H 5.944 -2.839 -2.931
70 H 2.919 -2.162 -1.019
71 H -2.852 2.376 -1.914
72 H -5.278 1.346 1.422
73 H -1.091 2.251 -3.185
74 H 0.657 4.208 0.721
75 H 5.091 -0.944 -5.592
76 H 0.864 -1.552 -5.691
77 H -4.054 -3.479 -5.070
78 H -1.963 0.213 3.814

Its maximum force is 0.009 Eh/bohr. As for the LUMO energy (spin up / spin down): -5.09 / -7.54 eV. The calculation puts the energy at -5635.1653 Eh. The expectation value of S² is 6.046. Its spin multiplicity is 5. The value obtained for the relative energy (zero: lowest compared OMol25 entry of this formula, charge and spin) is 355.0 kJ/mol. Its net charge is +2.

***

[2]
This record from OMol25 describes a cluster of 2 separate species, C9H16O2S2 in total. The level of theory is wB97M-V/def2-TZVPD.

Positions of all 29 atoms, in Å:
1 S -0.406 1.820 -1.259
2 S 1.035 0.526 -1.732
3 O -0.376 1.956 0.163
4 O -1.684 1.476 -1.860
5 C 1.390 -2.388 -0.683
6 C -1.607 -1.817 -0.592
7 C 0.693 -1.252 0.128
8 C 1.692 0.745 3.221
9 C -3.042 -1.442 -0.749
10 C 0.096 3.426 -1.991
11 C -0.707 -1.113 0.123
12 C 1.394 -0.540 1.081
13 C 0.817 0.194 2.076
14 H 1.101 3.559 -1.683
15 H 0.737 -3.177 -0.858
16 H 1.133 1.621 3.481
17 H -0.253 4.322 -1.691
18 H -3.351 -0.914 -1.703
19 H -1.083 -0.164 0.668
20 H 2.188 -2.881 -0.100
21 H 2.699 0.789 2.919
22 H 2.560 -0.801 1.245
23 H 0.007 3.085 -2.987
24 H -3.320 -0.669 -0.083
25 H -1.253 -2.645 -1.214
26 H 1.800 -1.964 -1.509
27 H 1.605 0.047 3.999
28 H -0.151 0.544 2.241
29 H -3.714 -2.343 -0.654

Its maximum force is 0.085 Eh/bohr. As for the LUMO energy (spin up / spin down): -1.38 / -1.38 eV. The calculation puts the energy at -1299.2184 Eh. The value obtained for the relative energy (zero: lowest compared OMol25 entry of this formula, charge and spin) is 43.3 kJ/mol. Its net charge is 0.

***

[3]
This record from OMol25 describes a structure of composition C29H25F18MgN3O2Sb2Se. The level of theory is wB97M-V/def2-TZVPD.

Positions of all 81 atoms, in Å:
1 Sb -1.162 4.148 0.819
2 Sb 0.103 -2.871 -0.020
3 Se -3.055 0.989 1.871
4 Mg -0.733 0.580 0.040
5 F -1.757 5.917 1.134
6 F -0.597 4.634 -0.921
7 F -0.591 2.416 -3.816
8 F -0.088 -1.252 -3.993
9 F 1.099 0.761 4.504
10 F -0.448 -2.762 3.142
11 F -0.132 -1.554 4.908
12 F -1.558 1.997 -1.941
13 F 0.946 0.448 -4.802
14 F -0.980 1.181 4.146
15 F -0.514 2.384 0.369
16 F 0.528 1.887 2.763
17 F -1.688 3.679 2.578
18 F -1.924 -1.324 3.746
19 F -2.895 3.686 0.214
20 F -1.811 0.664 -3.617
21 F 0.568 4.528 1.474
22 F 1.955 -0.861 -3.411
23 O -0.236 -0.314 -1.517
24 O -0.839 -0.326 1.657
25 N -4.785 0.866 1.814
26 N -2.842 0.526 0.209
27 N 1.322 0.541 0.297
28 C 0.768 -0.277 -3.671
29 C -5.139 0.514 0.571
30 C 0.276 0.547 -2.439
31 C -2.040 -3.012 -0.110
32 C -0.909 1.426 -2.964
33 C 0.045 -0.456 2.694
34 C 0.168 0.860 3.529
35 C 2.988 2.188 -0.264
36 C 2.032 -0.269 1.084
37 C 1.924 1.355 -0.643
38 C -0.603 -1.521 3.643
39 C 3.610 4.226 -3.391
40 C -5.600 -0.219 -2.071
41 C 3.335 -0.709 0.714
42 C 1.426 1.459 -1.960
43 C 3.546 -2.019 2.719
44 C -6.465 0.317 0.127
45 C 4.334 -2.948 3.595
46 C -4.044 0.335 -0.345
47 C -4.303 -0.051 -1.677
48 C 0.370 -4.866 0.872
49 C 2.251 -1.649 3.073
50 C 3.046 3.216 -2.432
51 C 1.468 -0.840 2.270
52 C -6.681 -0.026 -1.176
53 C 0.468 -3.641 -2.023
54 C 2.021 2.366 -2.829
55 C 4.060 -1.562 1.503
56 C 3.520 3.116 -1.130
57 H 5.042 -1.883 1.176
58 H 0.128 -4.848 1.932
59 H 4.180 -3.980 3.270
60 H -3.478 -0.212 -2.355
61 H 0.573 -4.724 -1.979
62 H 4.605 4.540 -3.079
63 H -0.257 -5.602 0.369
64 H -5.819 -0.504 -3.092
65 H 3.342 2.127 0.757
66 H 3.663 3.823 -4.402
67 H 4.311 3.775 -0.791
68 H 4.006 -2.864 4.630
69 H -0.367 -3.363 -2.659
70 H 5.401 -2.731 3.544
71 H -2.430 -2.023 -0.330
72 H 1.690 2.434 -3.853
73 H 2.971 5.112 -3.418
74 H -7.692 -0.157 -1.539
75 H -2.332 -3.717 -0.886
76 H -7.279 0.463 0.824
77 H 3.731 -0.357 -0.229
78 H 1.383 -3.213 -2.425
79 H 1.415 -5.153 0.754
80 H 1.867 -2.026 4.009
81 H -2.415 -3.344 0.857

Its maximum force is 0.037 Eh/bohr. As for the LUMO energy (spin up / spin down): 1.67 / 0.35 eV. The calculation puts the energy at -6314.8508 Eh. The expectation value of S² is 0.796. Its spin multiplicity is 2. The value obtained for the relative energy (zero: lowest compared OMol25 entry of this formula, charge and spin) is 164.2 kJ/mol. Its net charge is -1.

***

[4]
This record from OMol25 describes an isolated molecule of C21H24N2O3S. The level of theory is wB97M-V/def2-TZVPD.

Positions of all 51 atoms, in Å:
1 S 2.264 -0.540 -1.055
2 O 4.708 3.236 1.001
3 O 5.891 1.383 0.738
4 O -0.450 0.105 -1.756
5 N -4.110 0.524 0.595
6 N -0.541 2.239 -0.994
7 C 6.414 -2.550 -0.433
8 C 1.486 0.992 -0.784
9 C -3.621 -1.141 -1.279
10 C 7.264 -0.510 0.523
11 C -3.647 -2.381 -0.386
12 C -1.942 2.452 -1.285
13 C 3.731 0.061 -0.386
14 C -2.774 -2.223 0.858
15 C 7.454 -1.821 0.137
16 C -3.436 -1.492 2.033
17 C -4.438 0.036 -0.728
18 C 4.730 2.095 0.618
19 C 5.182 -1.965 -0.618
20 C 4.967 -0.638 -0.235
21 C 2.320 1.907 -0.209
22 C -2.832 1.187 0.754
23 C -4.446 -0.384 1.665
24 C 3.610 1.381 0.022
25 C 6.022 0.092 0.341
26 C -2.777 2.525 -0.004
27 C 0.080 1.062 -1.219
28 H -4.358 0.875 -1.424
29 H 8.058 0.069 0.966
30 H -0.063 2.960 -0.480
31 H -2.584 -0.841 -1.437
32 H -4.039 -1.394 -2.257
33 H -5.494 -0.255 -0.696
34 H -2.346 3.294 0.641
35 H -2.044 3.384 -1.851
36 H -2.718 1.380 1.824
37 H -5.400 -0.844 1.401
38 H -4.615 0.217 2.568
39 H -3.263 -3.223 -0.968
40 H -2.648 -1.067 2.659
41 H -2.470 -3.211 1.212
42 H -3.793 2.832 -0.250
43 H -1.982 0.563 0.442
44 H 4.362 -2.513 -1.059
45 H 6.575 -3.574 -0.731
46 H -1.861 -1.701 0.562
47 H -3.978 -2.214 2.648
48 H -2.259 1.617 -1.911
49 H 2.067 2.919 0.049
50 H 8.418 -2.284 0.280
51 H -4.674 -2.622 -0.100

Its maximum force is 0.019 Eh/bohr. As for the SMILES: O=C(NCCCN1CCCCCC1)c1cc2c(=O)oc3ccccc3c2s1. As for the LUMO energy: -0.46 eV. The calculation puts the energy at -1548.0880 Eh. The value obtained for the relative energy (zero: lowest compared OMol25 entry of this formula, charge and spin) is 27.1 kJ/mol. Its net charge is 0.

***

[5]
This record from OMol25 describes a cluster of 2 separate species, C3H6N3O in total. The level of theory is wB97M-V/def2-TZVPD.

Positions of all 13 atoms, in Å:
1 O 1.291 -0.315 -0.488
2 N -0.178 0.292 -1.889
3 N 0.968 0.261 -2.557
4 N -0.674 -0.401 2.412
5 C 1.861 -0.042 -1.681
6 C -1.224 0.162 1.356
7 C -0.021 -0.024 -0.649
8 H 2.845 -0.317 -1.917
9 H -1.351 1.337 1.315
10 H -0.931 0.758 -2.459
11 H -1.820 -0.491 0.802
12 H -0.495 -1.395 2.506
13 H -0.270 0.175 3.248

Its maximum force is 0.063 Eh/bohr. As for the LUMO energy: -3.88 eV. The calculation puts the energy at -357.0638 Eh. The value obtained for the relative energy (zero: lowest compared OMol25 entry of this formula, charge and spin) is 243.9 kJ/mol. Its net charge is +1.

***

[6]
This record from OMol25 describes a structure of composition C22H14Cl6N4O4V. The level of theory is wB97M-V/def2-TZVPD.

Positions of all 51 atoms, in Å:
1 V 1.154 -2.058 -1.569
2 Cl 2.116 -1.638 -3.473
3 Cl 2.338 -4.670 -2.028
4 Cl 4.181 -2.420 3.441
5 Cl 2.079 -0.888 1.765
6 Cl 5.332 -5.119 2.423
7 Cl 4.391 -6.282 -0.312
8 O -1.714 -0.352 -0.895
9 O 2.766 0.460 -1.047
10 O -2.104 -4.290 -1.828
11 O -0.291 -2.978 -1.779
12 N -1.358 -3.482 0.153
13 N 0.967 1.836 -0.572
14 N 0.599 -0.304 -1.065
15 N -0.512 -2.567 0.766
16 C 2.345 -2.828 -0.097
17 C -1.452 2.462 3.730
18 C -0.413 3.097 1.660
19 C 3.784 -4.785 0.245
20 C -2.770 4.111 -3.136
21 C -1.325 -3.629 -1.205
22 C -1.440 3.820 -3.412
23 C -1.916 1.305 3.132
24 C -0.656 0.214 -0.834
25 C 2.753 -2.359 1.152
26 C -1.624 1.034 1.797
27 C -3.346 3.641 -1.967
28 C -0.854 1.919 1.059
29 C 4.194 -4.264 1.471
30 C 2.873 -4.044 -0.503
31 C -2.600 2.885 -1.072
32 C -0.465 1.697 -0.407
33 C -1.272 2.591 -1.344
34 C -0.696 3.061 -2.523
35 C -0.704 3.368 2.983
36 C 3.676 -3.048 1.928
37 C 1.584 0.678 -0.898
38 H -1.678 2.668 4.767
39 H -2.046 0.161 1.318
40 H -1.002 -1.724 1.042
41 H -2.198 -3.803 0.609
42 H -0.040 -2.985 1.556
43 H -4.381 3.864 -1.745
44 H 0.154 3.818 1.081
45 H -3.352 4.701 -3.832
46 H -2.517 0.605 3.699
47 H -3.054 2.533 -0.155
48 H -0.980 4.182 -4.322
49 H -0.351 4.286 3.435
50 H 0.336 2.835 -2.755
51 H 1.491 2.683 -0.436

Its maximum force is 0.017 Eh/bohr. As for the LUMO energy (spin up / spin down): -2.06 / -1.44 eV. The calculation puts the energy at -5072.0232 Eh. The expectation value of S² is 0.761. Its spin multiplicity is 2. The value obtained for the relative energy (zero: lowest compared OMol25 entry of this formula, charge and spin) is 60.6 kJ/mol. Its net charge is 0.

***

> What is the formula in the fifth record?

C3H6N3O